# 1
{
  "formula": "C25H30B2BrF4N6O10ReS2",
  "method": "ωB97M-V/def2-TZVPD",
  "spin_multiplicity": 2,
  "charge": 1,
  "homo_lumo_gap_ev": [6.9, 6.8],
  "energy_ha": -5949.43311,
  "homo_ev": [-10.23, -11.09],
  "fmax_ev_per_a": 0.39,
  "species": ["Re", "C", "C", "N", "O", "B", "F", "F", "O", "N", "C", "C", "C", "N", "O", "B", "F", "F", "O", "N", "C", "C", "C", "H", "H", "H", "H", "H", "H", "H", "H", "H", "H", "H", "H", "O", "S", "O", "O", "S", "C", "C", "N", "C", "C", "C", "O", "C", "C", "C", "C", "N", "C", "H", "H", "H", "H", "H", "H", "H", "H", "H", "H", "H", "H", "H", "H", "Br", "C", "C", "C", "C", "C", "C", "C", "O", "O", "H", "H", "H", "H"],
  "positions_angstrom": [[0.7480, 0.0403, -0.1708], [0.1782, 2.8974, 3.0155], [0.0916, 1.7610, 2.0559], [0.9397, 1.5627, 1.0720], [1.9449, 2.4551, 0.8785], [2.5749, 2.2001, -0.4244], [3.7490, 2.8124, -0.5604], [2.7708, 0.6586, -0.4469], [1.6710, 2.4392, -1.5554], [0.7343, 1.4664, -1.6235], [0.0055, 1.3557, -2.7093], [0.0119, 2.3426, -3.8239], [-0.8271, 0.2029, -2.6417], [-0.5837, -0.5613, -1.5611], [-1.5841, -1.5311, -1.3927], [-2.1281, -1.7200, -0.1439], [-1.6225, -4.5879, -1.5081], [-3.1527, -2.5468, -0.0785], [-1.8930, -0.9792, 0.9980], [-0.8466, -0.0678, 1.0314], [-0.9515, 0.7928, 2.0342], [-2.0652, 0.7971, 3.0262], [-1.8849, -0.0761, -3.6504], [1.0186, 3.5365, 2.7641], [0.3138, 2.5270, 4.0328], [-0.7372, 3.4901, 2.9968], [0.8455, 3.0291, -3.7116], [-0.9188, 2.9141, -3.8239], [0.0908, 1.8365, -4.7854], [-2.5741, -0.1606, 3.0633], [-2.8000, 1.5617, 2.7635], [-1.6800, 1.0414, 4.0152], [-1.4836, 0.0948, -4.6510], [-2.7319, 0.6020, -3.5175], [-2.2488, -1.0960, -3.5825], [0.6790, -4.9348, -1.0476], [-0.7049, -4.7944, -0.2824], [-0.7316, -3.5754, 0.4499], [-0.9966, -6.0442, 0.2852], [1.5887, -3.5602, -1.3505], [7.7553, -1.9033, -0.0394], [7.2315, -3.1979, 0.5613], [5.7664, -3.2279, 0.6439], [5.0531, -4.1021, -0.2776], [5.1950, -3.6809, -1.7313], [5.2038, -2.5803, 1.6805], [5.8412, -2.0136, 2.5537], [3.6998, -2.4971, 1.8134], [3.1215, -2.9344, 2.9993], [1.7892, -2.6551, 3.2353], [1.0932, -1.8848, 2.3243], [1.6430, -1.4369, 1.1859], [2.9224, -1.7802, 0.9249], [8.8443, -1.9245, -0.0803], [7.4561, -1.0552, 0.5752], [7.3782, -1.7543, -1.0516], [7.6277, -3.3284, 1.5679], [7.5345, -4.0594, -0.0348], [4.0037, -4.1259, 0.0129], [5.4334, -5.1197, -0.1462], [4.8497, -2.6573, -1.8787], [4.6046, -4.3408, -2.3682], [6.2324, -3.7426, -2.0603], [3.7214, -3.4673, 3.7250], [1.2911, -2.9959, 4.1315], [0.0632, -1.6245, 2.5064], [3.3401, -1.4166, -0.0056], [3.0623, 0.5216, -4.3608], [1.7414, -0.5315, -5.1967], [1.3332, -0.1259, -6.4602], [0.3657, -0.8404, -7.1489], [-0.2080, -1.9712, -6.5835], [0.1937, -2.3779, -5.3270], [1.1673, -1.6674, -4.6149], [1.5476, -2.1601, -3.2809], [0.9049, -3.2686, -2.8785], [2.3668, -1.7023, -2.5007], [1.7882, 0.7488, -6.9039], [0.0661, -0.5120, -8.1353], [-0.9574, -2.5345, -7.1216], [-0.2424, -3.2596, -4.8793]]
}

# 2
{
  "formula": "C25H30BBr2INO5",
  "method": "ωB97M-V/def2-TZVPD",
  "charge": 1,
  "homo_lumo_gap_ev": 7.1,
  "energy_ha": -6871.15145,
  "homo_ev": -10.71,
  "fmax_ev_per_a": 8.66,
  "species": ["C", "C", "C", "I", "C", "C", "C", "C", "C", "C", "C", "Br", "C", "C", "Br", "C", "O", "C", "C", "C", "B", "O", "O", "C", "C", "C", "C", "C", "O", "H", "H", "H", "H", "H", "H", "H", "H", "H", "H", "H", "H", "H", "H", "H", "H", "H", "H", "C", "C", "C", "O", "C", "N", "H", "H", "H", "H", "H", "H", "H", "H", "H", "H", "H", "H"],
  "positions_angstrom": [[3.8147, -1.1582, -2.5253], [3.9407, -2.3928, -1.4054], [4.0621, -1.7671, 0.1050], [6.1473, -1.9830, 0.7308], [2.9486, -2.3122, 1.1774], [3.3252, -2.9258, 2.6793], [2.1710, -3.4293, 3.7735], [0.5722, -3.3244, 3.4272], [0.1449, -2.7410, 1.9190], [1.3111, -2.2473, 0.8426], [0.7157, -1.6717, -0.6101], [0.5330, 0.2692, -1.0747], [0.3376, -2.7597, -1.5991], [-0.2812, -2.4836, -3.0936], [0.5425, -4.7231, -1.0866], [-1.4800, -2.6662, 1.6352], [-2.0933, -2.9988, 0.4972], [-2.4385, -2.1849, 2.8906], [-3.7152, -1.1899, 2.6281], [-4.6219, -0.7315, 3.9182], [-5.8842, 0.3122, 3.6341], [-6.1336, 1.4714, 4.5621], [-6.7997, 0.1919, 2.4445], [-6.1581, 0.9997, 1.3749], [-4.2084, -1.3403, 5.3887], [-2.9259, -2.3502, 5.6761], [-2.0073, -2.7867, 4.3902], [-0.6505, -3.7596, 4.4825], [-0.5443, -4.8142, 5.3056], [3.3434, -0.1831, -2.0819], [4.8960, -0.8861, -2.8962], [3.0920, -1.5384, -3.3674], [4.9639, -2.9401, -1.6858], [3.0921, -3.1916, -1.5096], [3.8663, -0.5946, -0.0061], [4.4429, -3.0331, 3.0567], [2.5207, -3.8519, 4.8099], [-0.8317, -3.4719, -3.4453], [-1.1494, -1.6744, -2.9682], [0.5000, -2.0736, -3.8621], [-3.9752, -0.8203, 1.5473], [-5.2673, 1.9973, 4.6091], [-5.0787, 1.2783, 1.8007], [-6.6941, 2.0198, 1.1608], [-6.0487, 0.3424, 0.3878], [-4.8661, -1.0018, 6.3194], [-2.6366, -2.7499, 6.7396], [2.1243, 5.2358, -2.1689], [1.8816, 3.8073, -2.6309], [1.9486, 3.6367, -4.1576], [0.7610, 4.1630, -4.7634], [0.8805, 5.5156, -5.2014], [0.5041, 3.4068, -2.2004], [1.2826, 5.8973, -2.3906], [2.2758, 5.2629, -1.0819], [3.0209, 5.6532, -2.6397], [2.5872, 3.1303, -2.1381], [1.9543, 2.5650, -4.3857], [2.8627, 4.0581, -4.5899], [1.9114, 5.7950, -5.4353], [0.4797, 6.1777, -4.4310], [0.2688, 5.6389, -6.0989], [0.2770, 3.6792, -1.2383], [0.3572, 2.3945, -2.2998], [-0.1720, 3.8528, -2.8443]]
}

# 3
{
  "formula": "C25H30N3SSbSe4Tc",
  "method": "ωB97M-V/def2-TZVPD",
  "charge": 3,
  "homo_lumo_gap_ev": 5.2,
  "energy_ha": -11458.94190,
  "homo_ev": -16.60,
  "fmax_ev_per_a": 1.23,
  "species": ["Tc", "Se", "Sb", "Se", "Se", "Se", "C", "C", "C", "C", "C", "C", "C", "C", "N", "C", "C", "C", "C", "C", "C", "C", "C", "C", "C", "H", "H", "H", "H", "H", "H", "H", "H", "H", "H", "H", "H", "H", "H", "H", "H", "H", "H", "H", "H", "H", "H", "H", "H", "N", "C", "N", "C", "C", "C", "C", "C", "C", "S", "H", "H", "H", "H", "H", "H"],
  "positions_angstrom": [[0.1942, 0.4795, 0.2324], [-4.2596, -1.3586, 0.2183], [-2.3369, -2.4977, 0.7698], [-0.0421, -0.1920, 2.2478], [-0.5969, -1.4146, -1.0763], [-1.0205, -3.8328, 2.1222], [0.3130, -4.5668, -1.5356], [1.3603, -3.5081, -1.6583], [2.4762, -3.6808, -2.3929], [3.4699, -2.6635, -2.4855], [4.6984, -2.9040, -3.2787], [3.3162, -1.4273, -1.8374], [2.2104, -1.1494, -1.0743], [1.1980, -2.2552, -0.8741], [1.9322, 0.0442, -0.4653], [2.7965, 1.2343, -0.2135], [3.8101, 1.6687, -1.2879], [4.4433, 3.0101, -0.8684], [3.3812, 4.0983, -0.6940], [2.3929, 3.6769, 0.4074], [3.1218, 3.4330, 1.7293], [4.2068, 2.3694, 1.5350], [5.1954, 2.8149, 0.4524], [3.5459, 1.0506, 1.1159], [1.7687, 2.3737, -0.1079], [0.5460, -5.4320, -2.1506], [-0.6647, -4.1859, -1.8439], [0.2292, -4.9001, -0.4983], [2.6303, -4.6089, -2.9293], [4.5824, -3.7138, -3.9951], [5.4990, -3.1936, -2.5845], [5.0429, -2.0014, -3.7829], [4.0835, -0.6894, -1.9949], [1.2142, -2.5431, 0.1893], [3.3282, 1.7442, -2.2677], [4.6272, 0.9498, -1.3425], [5.1427, 3.3049, -1.6504], [2.8466, 4.2803, -1.6305], [3.8509, 5.0406, -0.4072], [1.6196, 4.4364, 0.5229], [2.4148, 3.1235, 2.5077], [3.5639, 4.3717, 2.0662], [4.7337, 2.2078, 2.4752], [5.9874, 2.0713, 0.3342], [5.6781, 3.7485, 0.7458], [2.8505, 0.7177, 1.8928], [4.2959, 0.2648, 0.9873], [1.2957, 2.5438, -1.0842], [0.8719, 2.2075, 0.6174], [-2.2987, 2.5100, 1.2273], [-2.1937, 2.3854, -0.0959], [-1.2853, 1.6485, -0.7311], [-1.3816, 1.8030, -2.1420], [-0.5067, 1.3235, -3.1109], [-0.7550, 1.6117, -4.4428], [-1.8517, 2.3839, -4.8204], [-2.7018, 2.9041, -3.8610], [-2.4440, 2.6106, -2.5312], [-3.2995, 3.2131, -1.1286], [-1.7674, 1.9555, 1.8756], [-3.0013, 3.1209, 1.6158], [0.3742, 0.7514, -2.8473], [-0.0788, 1.2421, -5.2016], [-2.0274, 2.5956, -5.8660], [-3.5382, 3.5331, -4.1369]]
}

Question: Which formula does entry 2 have?
Answer: C25H30BBr2INO5